No. 1
ORCA calculation (ωB97M-V/def2-TZVPD) on a structure of composition C24H76O14.

XYZ file:
```
114
Properties=species:S:1:pos:R:3:forces:R:3
C -3.49593 -2.36826 0.32237 -1.334 -0.982 -0.865
O -2.39857 -1.48494 0.42025 -0.885 -3.624 2.953
H -3.49859 -2.88131 -0.63933 -0.125 0.274 -0.323
H -3.38706 -3.20387 1.01375 -0.230 0.424 0.376
H -4.43924 -1.83817 0.45377 -0.111 -0.078 0.051
H -2.47904 -0.88005 -0.32084 0.083 1.022 -2.037
C -0.78677 -3.78933 -0.19384 -1.522 -0.569 1.642
O -1.20129 -3.27572 1.07064 1.135 -2.996 0.598
H 0.05927 -4.44695 0.00574 0.373 0.392 -0.316
H -1.52106 -4.51255 -0.54864 -0.339 0.338 -0.374
H -0.60720 -3.02084 -0.94567 -0.143 -0.162 0.801
H -1.82933 -2.55588 0.97584 1.522 -0.288 -0.052
C -0.78474 -2.96690 -3.29268 0.076 -1.274 0.037
O -0.45659 -4.19105 -2.58574 -3.073 0.483 -2.793
H -0.69467 -2.06516 -2.68700 0.390 -0.418 0.066
H -0.18582 -2.79178 -4.18639 0.278 -0.250 -0.212
H -1.83137 -2.86583 -3.57983 1.198 -2.034 -0.599
H 0.40734 -3.96443 -2.23379 -0.184 -0.915 0.061
C -2.24344 1.80466 3.19251 -0.316 -1.071 -0.807
C -2.74956 0.41837 2.75685 -2.164 -0.266 2.652
C -4.01777 -0.03655 3.60167 1.164 1.193 -0.960
O -3.13769 0.42382 1.39581 -1.382 -1.545 7.953
H -2.05016 1.84432 4.26450 0.076 -0.096 -0.110
H -2.97775 2.56545 2.92781 0.189 0.155 -0.079
H -1.32277 1.87190 2.61290 -0.088 0.990 0.489
H -1.91075 -0.25952 2.91483 -0.806 -0.428 0.268
H -4.58745 -0.82652 3.11225 0.354 -0.331 0.206
H -4.66294 0.84120 3.56404 -0.243 0.013 0.357
H -3.72582 -0.24873 4.63018 -0.231 -0.191 -0.073
H -3.02304 -0.48491 1.10832 0.586 -1.227 -0.528
C 2.91897 -3.22487 3.69894 -1.717 -0.613 -0.821
C 2.44129 -2.51764 2.40462 1.498 0.310 0.386
C 1.14137 -3.02234 1.83394 0.682 -0.926 0.835
O 2.37652 -1.15947 2.69975 1.609 -0.954 4.895
H 3.43857 -4.13833 3.40962 0.500 0.123 0.304
H 2.00102 -3.59028 4.15929 -0.061 0.024 0.533
H 3.42251 -2.57165 4.41158 0.249 -0.108 -0.441
H 3.23271 -2.67488 1.67181 0.321 -0.250 0.065
H 0.36712 -2.56261 2.44817 -0.014 -0.684 0.152
H 1.17487 -4.11182 1.83758 -0.419 -0.267 0.717
H 0.83122 -2.86355 0.80113 1.442 0.289 0.612
H 2.10225 -0.64951 1.93404 -0.817 0.205 1.141
C 2.52117 4.22568 2.04355 1.690 -0.112 0.584
C 1.37561 3.76832 1.24218 2.068 -0.215 0.554
C 1.03361 2.35672 1.43874 0.082 1.019 0.893
O 0.36838 4.57929 1.67605 -2.800 0.988 -0.428
H 2.33237 4.31725 3.11316 -0.430 -0.239 -0.016
H 2.69595 5.23832 1.68008 1.042 0.021 0.094
H 3.32306 3.49435 1.94233 0.736 0.560 -0.216
H 1.68670 3.91891 0.20843 -0.314 -0.108 -0.079
H 0.99819 2.09836 2.49707 0.247 -0.192 0.110
H 1.62746 1.65066 0.85827 -0.239 0.265 0.482
H 0.00452 2.25120 1.09533 1.764 3.280 1.159
H 0.61064 5.47586 1.43305 -0.308 0.242 0.110
C -0.66639 0.33322 0.98455 1.470 -0.219 -0.809
C 0.33022 -0.68785 0.40857 -2.755 -0.516 -0.052
C 0.36183 -0.81515 -1.06944 -1.813 1.141 -1.086
O 1.63627 -0.47434 0.81812 -4.677 3.895 -2.147
H -0.85249 0.04114 2.01807 0.438 -0.094 -1.024
H -1.55795 0.52418 0.38726 1.397 -0.853 0.325
H -0.24291 1.33487 1.05841 -1.409 -4.560 -0.231
H -0.06113 -1.63735 0.77379 0.213 0.770 0.051
H -0.63202 -0.79890 -1.51678 0.218 -0.455 1.058
H 0.77939 -1.71549 -1.52013 -0.560 1.376 1.346
H 0.71577 0.14540 -1.44382 0.749 -0.699 -0.409
H 2.13532 -1.20341 0.44259 -1.339 -0.499 -0.470
C 3.23116 1.34572 -1.06290 -0.675 0.988 0.185
C 4.45080 0.77028 -0.38640 -2.958 1.733 1.152
C 3.99379 0.22522 0.96015 2.459 -0.019 -0.337
O 4.98520 -0.17058 -1.26683 1.505 -0.524 -0.123
H 3.40945 1.90801 -1.97950 0.347 0.016 -0.129
H 2.81765 2.03831 -0.32980 -0.149 0.206 -0.481
H 2.47536 0.59253 -1.28555 0.405 0.244 0.237
H 5.10295 1.61311 -0.15742 0.722 -0.171 -0.304
H 3.19658 -0.50735 0.83410 3.145 1.971 1.091
H 3.70670 1.03375 1.63243 -0.505 -0.024 -0.295
H 4.92430 -0.10245 1.42370 -0.141 -0.851 0.309
H 5.56666 0.44882 -1.71388 0.540 -0.898 -0.952
C -2.97744 -1.14081 -3.32317 -0.269 0.880 1.143
C -2.56697 0.03285 -2.39423 -1.162 0.652 -1.213
C -2.95273 1.43540 -2.96290 0.480 -0.459 -0.512
O -3.10762 -0.14330 -1.09024 -0.492 -3.356 -5.938
H -4.04817 -1.34163 -3.35952 -0.212 0.620 0.022
H -2.54840 -2.06421 -2.93411 -1.083 1.338 0.259
H -2.61196 -0.93752 -4.32974 0.089 -0.246 -0.038
H -1.49052 0.08259 -2.23027 -0.392 0.041 -0.956
H -4.01436 1.67680 -3.01527 -0.106 -0.278 0.264
H -2.58100 1.50010 -3.98551 -0.026 -0.210 -0.222
H -2.39805 2.22249 -2.45209 -0.989 -0.427 -0.328
H -3.31286 0.74319 -0.78428 0.674 1.215 0.205
C 0.40464 4.54329 -1.86742 0.502 0.213 -1.306
C -0.91087 3.70881 -1.82444 3.419 -0.056 0.633
C -0.70411 2.30982 -1.12689 0.584 1.948 -1.038
O -1.72587 4.53647 -1.09008 -1.744 0.382 0.277
H 0.38737 5.56926 -2.23511 -1.506 0.373 0.057
H 1.06545 4.22900 -2.67528 0.561 -1.073 0.453
H 0.91294 4.70271 -0.91645 -0.291 -0.652 -0.396
H -1.22609 3.48728 -2.84408 -0.246 0.572 -0.215
H -0.14413 2.42129 -0.19840 -1.082 0.524 -1.250
H -0.01202 1.70626 -1.71411 -0.427 0.028 -0.488
H -1.71071 1.89544 -1.07100 1.235 -0.102 0.725
H -2.60682 4.15500 -1.09314 -0.365 -0.033 0.368
O 2.39157 -1.17701 -2.54578 1.440 1.307 -1.623
H 2.55314 -1.02288 -3.47657 -0.065 0.057 -0.525
H 3.25772 -1.35137 -2.17752 0.754 0.908 -0.179
O 1.59228 -3.37640 -2.30362 3.102 -1.231 0.549
H 1.74852 -2.45165 -2.11216 -0.070 0.590 -0.970
H 2.46323 -3.73797 -2.46780 0.114 -0.582 -0.343
O -3.41274 1.71461 -0.10964 -3.226 8.781 -4.719
H -4.31731 1.41400 -0.19697 -0.998 0.996 0.765
H -3.11322 1.33719 0.71745 0.594 0.312 1.562
O 2.83841 -1.95211 -0.25563 3.102 -3.303 -2.724
H 2.87655 -2.50779 -1.03408 -0.331 -0.813 0.680
H 3.70942 -1.55933 -0.19824 0.742 -0.072 0.107
```
Forces are in eV/Å.

Summary:
HOMO-LUMO gap = 8.00 eV
Charge = 0
Energy above the lowest of the compared OMol25 structures with the same formula, charge and spin = 24.063 eV

---

No. 2
ORCA calculation (ωB97M-V/def2-TZVPD) on a cluster of 15 separate species, C24H80N22O15 in total.

XYZ file:
```
141
Properties=species:S:1:pos:R:3:forces:R:3
C 2.03666 -7.83313 -4.94112 -0.003 0.593 2.218
C 2.08756 -9.30913 -4.53036 -0.766 1.198 -2.311
O 2.86576 -9.41620 -3.37757 0.003 -0.632 0.302
H 1.78788 -7.53644 -5.96003 0.038 -0.188 0.248
H 2.89272 -7.32728 -4.49461 1.088 -0.276 -1.151
H 1.41724 -7.37813 -4.16820 -1.318 0.241 -0.558
H 2.42783 -9.83410 -5.42296 0.942 -0.634 0.425
H 1.05417 -9.65186 -4.47815 -0.072 -0.233 0.798
H 2.30576 -9.70561 -2.65353 0.087 -0.064 0.028
C -1.27167 3.84248 -9.33295 -0.177 0.635 -1.864
C -0.52529 2.66167 -8.84702 -0.197 -0.121 -0.517
O -0.50884 2.75385 -7.47647 0.011 -0.793 1.957
H -2.32207 3.80586 -9.04411 0.122 -0.089 0.391
H -1.29262 3.67163 -10.40928 -0.102 0.590 -0.380
H -0.88382 4.84274 -9.14018 0.249 -0.220 0.198
H 0.49705 2.46777 -9.17157 0.143 0.662 -0.702
H -1.11320 1.83916 -9.25435 -0.092 -0.695 0.394
H -0.11653 1.93362 -7.16838 0.025 0.017 0.537
C 4.39392 8.34880 3.94463 0.896 0.400 -0.425
C 4.34989 7.18170 4.88648 0.833 0.512 2.171
O 3.41863 6.22465 4.65246 -2.540 -1.942 -1.846
H 5.08388 9.06209 4.39549 -0.077 0.233 0.186
H 3.44064 8.85932 3.80783 -0.070 -0.275 0.077
H 4.86713 8.17687 2.97788 -0.367 -0.449 -0.191
H 4.15087 7.60055 5.87291 0.132 0.291 0.277
H 5.25912 6.59597 5.02179 0.948 0.788 -0.404
H 2.90807 5.91157 5.40274 0.240 0.404 0.148
C 4.83403 -2.27263 -7.30264 -1.503 -1.833 -3.414
O 4.17410 -2.78796 -8.17357 -1.350 -0.848 -1.217
N 4.64485 -1.07291 -6.89685 -1.740 5.753 2.074
N 5.89420 -2.79919 -6.80968 4.514 -2.262 2.974
H 3.84360 -0.55012 -7.22055 0.192 -0.340 0.036
H 5.22817 -0.61037 -6.21428 -0.135 -0.159 -0.294
H 6.27644 -3.69442 -7.07903 -0.546 0.214 0.028
H 6.15732 -2.41831 -5.91202 0.557 -0.528 -0.188
C 6.41433 2.76809 1.25395 -0.559 -1.314 -1.166
O 6.83595 1.79167 0.67434 0.947 -0.976 -0.719
N 6.75126 3.05751 2.49065 1.247 0.467 3.074
N 5.48922 3.54761 0.70583 -1.434 1.715 -0.620
H 6.35322 3.78448 3.06787 0.053 -0.168 -0.357
H 7.40243 2.41959 2.92553 -0.210 0.189 -0.055
H 5.31417 3.46276 -0.28525 -0.034 0.072 0.415
H 5.12888 4.32130 1.24590 -0.075 -0.013 -0.575
C 7.33447 -3.93822 -0.59259 0.603 -2.481 1.484
O 7.89632 -4.99233 -0.46800 1.207 -2.144 -0.534
N 7.63566 -3.01587 -1.43720 1.317 3.775 -3.892
N 6.36076 -3.61375 0.20521 -3.575 1.295 2.825
H 8.13362 -3.22436 -2.29082 0.084 0.006 0.506
H 7.22950 -2.09662 -1.33661 0.175 -0.236 -0.323
H 5.91870 -2.70689 0.15738 -0.042 -0.371 0.154
H 6.07392 -4.25050 0.93485 0.255 0.195 -0.168
C -1.28565 3.77626 7.37280 4.304 -1.804 1.258
O -0.14901 4.26709 7.51371 -0.993 -0.271 -0.031
N -2.23155 4.35525 6.71687 -1.682 2.962 -1.683
N -1.62498 2.55235 7.75368 -0.411 -2.053 1.051
H -3.19129 4.06140 6.82926 0.131 0.769 -0.200
H -1.85694 5.29115 6.65471 -1.506 0.738 -0.665
H -0.95836 1.89147 8.12645 -0.279 0.269 0.015
H -2.60057 2.31699 7.63993 0.516 -0.630 0.224
C -3.51287 -4.76275 0.17185 -2.262 -2.753 5.351
O -4.24774 -5.51176 0.78994 -1.032 -1.763 0.169
N -3.84791 -4.08329 -0.82300 -2.014 2.830 -6.370
N -2.41947 -4.33976 0.69223 5.266 1.343 1.683
H -4.66357 -4.40067 -1.32706 0.376 0.403 -0.362
H -3.09481 -3.52601 -1.20033 -0.984 0.084 -0.961
H -2.15869 -4.55765 1.64335 0.040 0.013 -0.509
H -1.92754 -3.66483 0.12428 0.684 -0.062 1.049
C 3.92528 0.31398 9.17428 -3.077 -5.008 1.134
O 2.88139 -0.23994 8.95318 -2.690 -0.870 -0.940
N 4.27110 1.44973 8.83294 2.631 7.791 -2.386
N 4.83602 -0.29192 9.88268 2.860 -2.424 2.287
H 5.20077 1.64306 9.17709 -0.423 1.342 -0.650
H 3.66029 2.15171 8.44020 0.248 -0.296 0.083
H 5.70253 0.17861 10.10147 -0.145 -0.806 0.366
H 4.56595 -1.19464 10.24636 0.549 0.245 0.027
C 4.20557 -3.52252 5.28087 0.312 -0.611 -0.877
O 5.03864 -4.36336 5.02088 0.352 -0.367 -0.071
N 4.27169 -2.24271 4.87065 0.438 2.434 -0.703
N 3.03653 -3.75661 5.91003 -0.788 -0.181 0.726
H 3.57058 -1.55850 5.11640 0.026 -0.346 -0.058
H 4.90143 -1.91151 4.15382 0.164 -0.589 0.371
H 2.91667 -4.66119 6.34301 0.004 0.441 0.201
H 2.63888 -2.90961 6.29023 -0.538 -0.705 0.443
C -3.58353 -3.56396 6.07569 0.656 1.892 2.315
O -3.20319 -3.13886 7.12372 1.126 1.269 3.657
N -2.92982 -4.47444 5.46465 1.197 -3.572 -3.630
N -4.63794 -3.03020 5.52928 -3.532 1.324 -2.083
H -3.47123 -4.86468 4.70656 0.937 -0.809 -0.132
H -2.11099 -4.90199 5.87308 -0.484 0.059 -0.144
H -5.06332 -2.30331 6.08677 0.053 -0.183 -0.340
H -4.90818 -3.13498 4.56176 0.024 0.000 0.281
C -8.84352 4.48341 3.91702 -0.299 -0.208 1.854
O -8.13648 4.38741 4.89491 1.168 0.038 0.316
N -8.75601 3.85547 2.78954 3.013 -3.669 -4.524
N -9.96692 5.15535 3.88595 -3.678 2.997 1.430
H -9.29575 3.97301 1.94398 -0.146 0.489 0.620
H -7.91448 3.32915 2.60266 -0.056 0.024 0.246
H -10.27875 5.47057 4.79342 -0.126 0.116 -0.214
H -10.69494 4.86713 3.24798 0.149 0.205 0.269
C -2.62138 -3.08803 -8.07252 0.579 -2.668 4.399
O -2.49655 -3.68839 -7.03160 0.345 -0.855 2.239
N -3.48398 -2.17166 -8.25546 -4.921 5.137 -1.291
N -1.89775 -3.32704 -9.08411 3.076 -0.849 -5.108
H -3.98668 -1.69278 -7.52192 0.213 -0.675 0.003
H -3.83057 -2.01337 -9.19083 0.026 0.271 0.290
H -1.17556 -4.03210 -9.04629 -0.259 0.287 -0.224
H -2.05525 -2.69326 -9.85457 0.950 -0.625 -0.283
C -6.43974 4.41366 -2.98035 -1.085 -0.366 0.355
C -5.38148 3.47619 -3.52787 -1.317 1.721 1.674
C -5.99161 2.25262 -4.22463 0.513 0.163 1.795
O -6.96379 1.59813 -3.35804 -0.094 1.271 -1.136
C -7.17624 0.26874 -3.77176 1.185 -0.626 0.238
N -4.69349 4.34106 -4.42558 1.326 -0.278 -1.841
H -7.00993 4.73003 -3.85379 -0.566 -0.091 0.228
H -6.09831 5.34229 -2.52299 0.650 -0.134 -0.020
H -7.02450 3.90463 -2.21416 -0.433 0.066 -0.246
H -4.73583 3.25767 -2.67729 0.051 -1.052 0.080
H -5.09342 1.63913 -4.29525 -0.222 -0.822 -0.705
H -6.39748 2.54486 -5.19312 -0.128 -0.170 -0.033
H -7.42268 0.09141 -4.81862 0.027 0.582 -0.318
H -7.93421 -0.28203 -3.21478 -0.018 0.618 0.458
H -6.19697 -0.16438 -3.56796 -0.061 -1.019 -0.256
H -4.25183 5.09839 -3.92409 -0.136 0.117 0.120
H -3.92912 3.83558 -4.85022 0.322 0.015 -0.396
C -1.19345 0.88952 1.28050 -1.633 -0.498 -0.466
C 0.09418 0.07343 1.53986 -0.663 -0.159 -1.257
C 0.96941 -0.30180 0.29094 -1.144 0.980 0.495
O 0.18301 -0.92867 -0.74118 0.850 -0.020 -0.338
C 1.00973 -1.50590 -1.77900 0.958 -0.197 0.977
N 0.92621 0.72877 2.49681 1.422 0.630 1.107
H -1.32529 1.82202 1.82928 0.839 0.124 0.051
H -2.11476 0.38377 1.56945 0.135 -0.705 0.554
H -1.52514 1.08966 0.26166 0.963 0.131 -0.498
H -0.09579 -0.93194 1.91568 -0.705 0.157 0.432
H 1.74612 -0.92277 0.73728 0.209 -0.331 -0.534
H 1.39760 0.63443 -0.06714 0.321 0.011 -0.409
H 1.67926 -2.23104 -1.31639 -0.252 -0.620 0.140
H 1.76698 -0.86398 -2.22913 -0.413 1.010 -0.003
H 0.48679 -1.98264 -2.60806 -0.636 0.196 0.497
H 1.22708 1.65786 2.23919 0.258 0.044 -0.980
H 0.46257 0.99184 3.35467 -0.533 -0.827 0.265
```
Forces are in eV/Å.

Summary:
HOMO-LUMO gap = 9.16 eV
Charge = 0

---

HOMO in eV, matching the order above: -8.25; -9.40